No. 1
A cluster of 7 separate species, C40H52N7O2 in total, computed with wB97M-V/def2-TZVPD.

Geometry as ORCA input:
```
! wB97M-V def2-TZVPD RIJCOSX def2/J DEFGRID3
* xyz -1 1
O 2.13 1.68 0.88
O 2.99 -0.61 2.20
N -3.16 2.19 5.94
N 4.41 -1.22 -2.16
N 3.92 2.91 1.87
N 4.00 -5.57 -1.36
N -2.06 3.82 -7.67
N -3.62 -1.87 4.48
N -1.05 1.32 -2.23
C -3.74 -2.52 5.63
C 3.81 -2.66 -3.98
C -2.06 1.71 -3.01
C 0.19 1.48 -2.71
C -1.35 3.48 -8.75
C -0.60 2.43 -4.74
C 4.42 -6.78 -1.72
C -1.34 2.89 1.57
C -1.36 -1.01 0.76
C -2.38 3.09 6.52
C -0.64 -1.56 3.09
C 4.21 -0.35 -4.38
C -0.20 0.75 2.24
C 3.68 -7.94 -1.54
C -5.93 -2.31 4.07
C -4.92 -3.10 6.07
C 2.80 -5.49 -0.79
C 3.87 -1.60 -4.87
C 3.77 0.59 2.13
C -2.15 6.06 -8.51
C -0.33 1.81 1.15
C 2.66 -1.19 0.97
C -1.61 1.55 8.16
C -1.89 2.27 -4.26
C 0.46 2.03 -3.95
C 2.43 -7.83 -0.95
C 1.98 -6.58 -0.56
C -1.17 -0.44 2.17
C -1.59 2.83 7.63
C 4.46 -0.21 -3.03
C -1.41 5.70 -9.62
C 2.96 1.86 2.12
C -3.16 0.96 6.45
C -2.41 0.59 7.56
C 4.08 -2.42 -2.64
C -2.44 5.09 -7.56
C -6.04 -2.98 5.27
C -1.00 4.38 -9.75
C 1.02 2.51 0.81
C -4.70 -1.77 3.72
H 0.99 1.15 -2.05
H 2.49 -4.49 -0.50
H -0.72 -1.26 4.13
H 1.48 2.14 -4.29
H -6.78 -2.19 3.41
H -1.00 1.30 9.02
H 4.42 0.60 3.00
H -2.39 4.08 6.08
H -2.45 -0.42 7.93
H -2.75 2.57 -4.85
H -2.15 -0.16 2.59
H 3.55 -3.66 -4.31
H -1.16 6.43 -10.38
H -4.96 -3.62 7.02
H -4.57 -1.24 2.79
H -0.92 3.44 2.42
H 1.82 -8.71 -0.79
H 5.41 -6.82 -2.18
H -0.38 -1.28 0.35
H 2.56 -2.27 1.10
H 4.37 2.80 0.95
H 4.72 0.76 -2.60
H -2.30 2.46 1.85
H 1.13 3.40 1.45
H -0.44 2.87 -5.72
H 0.94 2.86 -0.23
H -2.83 -2.58 6.23
H -2.49 7.08 -8.37
H -3.01 5.33 -6.67
H -1.97 -1.91 0.80
H -0.71 1.39 0.22
H 1.02 -6.45 -0.09
H 3.50 3.82 1.91
H -0.97 3.60 8.06
H -1.14 -2.51 2.91
H -3.05 1.56 -2.59
H -1.48 3.62 0.77
H -0.43 4.05 -10.60
H 4.44 0.53 1.23
H -6.99 -3.42 5.58
H 1.69 -0.80 0.63
H 3.37 -0.94 0.18
H -3.79 0.24 5.94
H -1.05 2.44 -8.81
H 4.07 -8.90 -1.86
H -1.82 -0.29 0.09
H 0.82 0.38 2.31
H 4.04 -3.22 -1.91
H 0.43 -1.71 2.89
H -0.38 1.25 3.20
H 4.26 0.51 -5.04
H 3.66 -1.75 -5.92
*
```

LUMO = 2.0222 eV
ΔE to the lowest compared entry with this formula, charge and spin = 1.4 kcal per mole
frontier orbital gap = 3.47 eV

***

No. 2
The ion CH4FN2 with charge +1 at a distorted geometry, computed with wB97M-V/def2-TZVPD.

Geometry as ORCA input:
```
! wB97M-V def2-TZVPD RIJCOSX def2/J DEFGRID3
* xyz 1 1
F 2.07 0.53 -0.15
N -0.25 1.25 0.17
N 0.60 -1.09 0.17
C 0.85 0.18 -0.01
H -0.34 -1.18 0.31
H 1.34 -1.85 0.26
H 0.09 2.15 -0.01
H -1.26 1.16 -0.02
*
```

SMILES string = NC(=[NH2+])F
LUMO = -4.7758 eV
ΔE to the lowest compared entry with this formula, charge and spin = 22.7 kcal per mole
frontier orbital gap = 11.93 eV

***

No. 3
A structure of composition C7H10, computed with wB97M-V/def2-TZVPD.

Geometry as ORCA input:
```
! wB97M-V def2-TZVPD RIJCOSX def2/J DEFGRID3
* xyz 0 1
C 0.01 0.96 -1.02
C -0.96 -0.18 -0.68
C 1.48 -0.74 -0.17
C 0.97 0.68 0.14
C 0.04 -1.14 0.09
C -1.51 0.22 0.70
C -0.07 0.06 1.15
H -0.46 1.95 -0.95
H -0.28 -2.18 0.15
H -2.05 -0.62 1.14
H 0.20 0.20 2.21
H -1.63 -0.54 -1.45
H 2.09 -1.16 0.65
H 1.97 -0.93 -1.13
H -2.09 1.14 0.83
H 0.50 0.86 -2.00
H 1.68 1.45 0.44
*
```

LUMO = 1.1669 eV
ΔE to the lowest compared entry with this formula, charge and spin = 46.6 kcal per mole
frontier orbital gap = 11.09 eV

***

No. 4
A structure of composition C4H2CoO2 at a distorted geometry, computed with wB97M-V/def2-TZVPD.

Geometry as ORCA input:
```
! wB97M-V def2-TZVPD RIJCOSX def2/J DEFGRID3
* xyz 2 4
Co 1.58 0.82 -0.08
O -1.34 -1.61 -1.31
O 2.55 -0.93 0.11
C 3.04 -1.94 0.29
C -0.91 -0.70 -0.79
C -0.41 0.55 -0.31
C -1.34 0.96 0.59
H -2.11 1.49 -0.06
H -1.05 1.35 1.56
*
```

LUMO (spin up / spin down) = -11.3220 / -12.1810 eV
frontier orbital gap (spin up / spin down) = 8.33 / 7.69 eV

***

No. 5
A structure of composition C27H25BrCl27F2N2O5PS at a distorted geometry, computed with wB97M-V/def2-TZVPD.

Geometry as ORCA input:
```
! wB97M-V def2-TZVPD RIJCOSX def2/J DEFGRID3
* xyz 0 1
Br 1.16 0.02 -0.75
Cl -4.64 2.53 5.04
Cl 6.26 3.36 6.45
Cl -11.84 7.24 -1.50
Cl -11.52 5.78 -4.00
Cl 11.53 2.27 4.46
Cl 4.37 7.47 8.55
Cl 5.26 -7.21 -3.98
Cl -5.87 4.43 -1.46
Cl 2.27 7.86 10.53
Cl 4.03 0.87 7.17
Cl 7.00 5.31 8.48
Cl -6.86 0.80 4.30
Cl -5.16 6.09 -3.74
Cl 9.33 4.18 4.40
Cl 4.52 -9.16 -6.02
Cl 5.21 0.36 4.56
Cl -10.54 4.64 -1.50
Cl 4.24 4.38 8.28
Cl 9.07 1.70 5.91
Cl 4.93 -1.62 0.34
Cl 5.20 -1.73 6.59
Cl 2.97 10.02 8.70
Cl -4.80 1.43 2.35
Cl 2.51 -8.13 -4.18
Cl 2.93 -3.59 1.10
Cl -7.85 6.20 -2.64
Cl 4.79 -2.56 3.09
S -0.50 -3.22 -0.20
P -2.41 2.50 -1.50
F -2.03 -6.48 -5.98
F 1.78 -6.09 -7.64
O 1.73 -5.79 -0.44
O -1.10 -5.00 -7.65
O 0.13 -2.24 -6.71
O -3.33 -3.36 1.83
O 2.55 -4.32 -6.16
N 0.28 -5.31 -5.59
N -0.44 -0.33 -1.71
C 3.99 -7.75 -5.08
C -0.58 2.92 -1.87
C -1.61 -0.48 -0.76
C -1.84 -1.89 0.11
C -0.26 -3.08 -2.09
C -3.90 0.61 0.46
C 5.31 0.01 6.30
C 5.72 4.76 7.38
C 2.82 8.27 8.89
C -11.80 5.64 -2.25
C 1.61 -6.07 -1.89
C 0.04 -2.52 -5.24
C -5.72 2.03 3.73
C -0.94 -5.58 -6.43
C -3.49 2.67 -3.06
C -6.14 5.98 -2.27
C -4.17 -0.80 1.29
C -0.13 -1.20 -4.26
C -2.63 0.83 -0.60
C -0.28 -1.50 -2.65
C -0.04 -4.38 -3.08
C -3.12 -2.09 1.12
C 10.19 2.96 5.38
C 3.86 -2.18 1.63
C 0.11 -4.08 -4.70
C 0.03 -5.92 -2.43
C 1.55 -5.20 -6.44
H -0.12 -6.73 -3.27
H -4.66 1.52 0.64
H -6.30 2.91 3.41
H -2.93 2.37 -4.07
H 10.60 3.46 6.26
H -4.54 2.13 -3.00
H -3.74 3.83 -3.19
H 6.27 0.36 6.67
H 3.16 -1.37 1.87
H -12.76 5.15 -2.10
H 2.72 -5.77 -0.21
H 2.05 -7.14 -2.08
H -5.83 6.78 -1.59
H -0.14 -0.11 -4.72
H 0.03 3.03 -0.87
H 2.29 -5.30 -2.49
H -0.70 -6.06 -1.52
H 2.08 7.90 8.18
H -5.08 -0.91 2.03
H 3.76 -6.94 -5.78
H -0.55 3.94 -2.46
H 5.50 5.58 6.68
H -0.04 2.13 -2.58
H -0.86 -2.13 -6.97
H -3.92 -3.90 1.20
*
```

LUMO = -1.4913 eV
frontier orbital gap = 6.40 eV

***

No. 6
A structure of composition C6H19CrO4 at a distorted geometry, computed with wB97M-V/def2-TZVPD.

Geometry as ORCA input:
```
! wB97M-V def2-TZVPD RIJCOSX def2/J DEFGRID3
* xyz 1 5
Cr -1.93 2.57 0.21
O -0.98 2.07 -1.74
O -1.98 0.71 0.44
O 0.21 0.18 2.35
O -1.23 -0.81 -1.77
C 1.43 1.87 -2.05
C -0.15 -1.59 -1.17
C 0.31 -2.60 -2.21
C 0.59 -0.54 4.67
C 0.18 2.63 -2.45
C 0.18 -0.93 3.27
H -1.48 -0.19 -1.07
H -0.44 -3.38 -2.21
H 0.43 -2.13 -3.18
H 1.65 -0.59 4.89
H -0.56 -2.10 -0.30
H 1.22 -3.05 -1.82
H 0.05 2.65 -3.53
H -0.56 0.06 1.78
H 0.73 -1.78 2.85
H 0.21 0.47 4.88
H -0.87 -1.25 3.33
H 0.23 3.66 -2.11
H 1.86 2.26 -1.13
H 1.30 0.79 -2.07
H 0.13 -1.15 5.45
H -1.00 1.14 -2.04
H 0.61 -0.85 -0.87
H -2.31 -0.19 0.44
H 2.17 2.07 -2.83
*
```

LUMO (spin up / spin down) = -6.1240 / -5.8543 eV
ΔE to the lowest compared entry with this formula, charge and spin = 0.5 kcal per mole
frontier orbital gap (spin up / spin down) = 6.74 / 7.01 eV

***

No. 7
A cluster of 2 separate species, C4H4N2S in total at a distorted geometry, computed with wB97M-V/def2-TZVPD.

Geometry as ORCA input:
```
! wB97M-V def2-TZVPD RIJCOSX def2/J DEFGRID3
* xyz 0 1
S 2.04 0.69 -3.57
N 1.13 -1.15 0.40
N 3.01 0.59 -0.92
C 0.21 -1.60 -0.35
C -0.45 0.99 -0.30
C 2.51 0.53 -2.05
C 0.05 -0.23 -0.22
H 2.43 0.17 -0.16
H 0.04 1.84 0.07
H -1.34 1.24 -0.70
H 0.04 -2.58 -0.72
*
```

SMILES string = C=C1C=N1.N=C=S
LUMO = 0.1192 eV
ΔE to the lowest compared entry with this formula, charge and spin = 92.8 kcal per mole
frontier orbital gap = 9.53 eV

***

No. 8
A structure of composition C45H60CdN7O3S2Se at a distorted geometry, computed with wB97M-V/def2-TZVPD.

Geometry as ORCA input:
```
! wB97M-V def2-TZVPD RIJCOSX def2/J DEFGRID3
* xyz -1 1
Cd 0.06 -0.15 -0.23
Se 0.12 -1.82 -2.28
S 3.50 0.94 7.74
S -1.12 2.27 0.42
O 0.76 -2.06 0.72
O -2.13 -0.43 -0.85
O 1.38 0.72 -1.80
N -2.95 3.83 -0.59
N 2.08 1.62 7.32
N 1.82 0.76 1.91
N -1.86 2.56 -2.15
N -1.15 1.51 -2.73
N 3.97 0.51 6.24
N -0.07 2.36 3.05
C 4.10 0.00 3.32
C 3.04 0.63 3.97
C 0.97 -3.18 0.12
C 3.15 -7.31 -1.93
C 0.70 -3.67 3.11
C 2.71 2.68 -1.40
C -4.80 -5.89 -2.43
C 2.25 -5.58 2.89
C -5.14 -4.61 -4.57
C -4.12 -5.02 -3.50
C 3.79 0.53 -2.12
C 3.05 -3.28 2.34
C -1.75 -2.32 -2.21
C 1.65 -7.00 -1.93
C -2.02 2.84 -0.85
C -4.97 -0.90 -0.72
C 2.82 0.14 1.32
C 1.92 1.04 3.21
C 0.86 1.82 3.83
C -2.60 -1.48 -1.44
C 0.99 -4.53 -1.94
C -1.01 3.11 3.58
C 1.41 -5.66 -1.26
C 2.50 1.39 -2.22
C 1.17 -7.00 -3.39
C 1.64 -5.52 0.11
C 0.85 2.04 5.23
C -3.04 -5.88 -4.17
C 2.33 1.75 -3.72
C -1.13 3.34 4.95
C -6.40 -1.44 -0.75
C -3.98 -1.82 -1.43
C -4.56 -0.72 0.75
C 1.45 -4.34 0.80
C 3.03 0.86 5.38
C 0.76 -3.34 -1.27
C -3.55 -3.79 -2.83
C 1.85 -4.24 2.27
C 0.89 -8.10 -1.18
C 4.01 -0.22 1.96
C -4.40 -2.95 -2.10
C -4.95 0.47 -1.41
C -0.19 2.79 5.79
C 1.93 1.52 6.01
C -2.21 -3.43 -2.89
H 3.33 -3.08 3.38
H 3.69 -6.51 -2.43
H -1.53 0.62 -2.39
H 0.82 -4.54 -3.01
H -7.06 -0.75 -0.22
H -5.22 -6.80 -2.87
H 3.91 -3.70 1.82
H 3.13 -5.99 2.41
H -0.16 -4.34 3.08
H 3.36 -8.25 -2.46
H 1.73 -6.29 -3.98
H -5.61 -5.34 -1.94
H 4.81 -0.69 1.42
H 2.68 -0.08 0.27
H 1.87 3.36 -1.58
H 1.39 2.27 -3.87
H -4.08 -6.16 -1.67
H 2.01 -6.37 0.64
H -0.15 1.47 -2.43
H 1.44 -6.30 2.84
H 0.40 -2.70 2.74
H 3.53 -7.40 -0.92
H -1.49 -4.00 -3.47
H -2.25 -6.12 -3.46
H -3.94 0.86 -1.38
H -4.66 -3.98 -5.32
H 2.72 2.44 -0.34
H 4.57 0.97 -2.74
H -2.48 3.01 -2.81
H -5.96 -4.04 -4.13
H -3.55 -0.33 0.80
H -1.69 3.56 2.87
H 1.04 -9.07 -1.66
H 2.50 -5.42 3.94
H -5.26 0.37 -2.45
H 3.64 3.17 -1.67
H -5.62 1.16 -0.90
H -6.47 -2.41 -0.25
H 0.11 -6.75 -3.44
H -3.18 3.90 0.39
H -0.22 2.92 6.86
H 1.02 -3.57 4.15
H -2.61 -5.37 -5.03
H -1.92 3.97 5.33
H -4.58 -1.67 1.27
H 1.30 -7.99 -3.83
H 3.58 -0.48 -2.48
H -3.73 3.94 -1.22
H 3.15 2.39 -4.06
H 4.16 0.47 -1.10
H 1.22 -8.18 -0.15
H -5.23 -0.02 1.24
H -6.77 -1.54 -1.77
H 2.77 -2.34 1.87
H -5.57 -5.48 -5.06
H -0.18 -7.88 -1.18
H -5.45 -3.20 -2.08
H -3.48 -6.82 -4.52
H 2.32 0.84 -4.30
H 4.97 -0.29 3.89
*
```

LUMO = 1.2344 eV
ΔE to the lowest compared entry with this formula, charge and spin = 18.9 kcal per mole
frontier orbital gap = 5.64 eV

***

No. 9
A structure of composition C26H23MnN4O3PSSe, computed with wB97M-V/def2-TZVPD.

Geometry as ORCA input:
```
! wB97M-V def2-TZVPD RIJCOSX def2/J DEFGRID3
* xyz -2 6
Se -3.90 2.88 2.08
Mn -1.04 -1.17 0.87
S -2.21 -3.24 1.80
P 0.73 0.96 1.59
O 0.91 -1.84 1.37
O 2.26 0.64 -1.96
O 3.13 -2.14 1.32
N -1.62 -1.09 -6.70
N -2.44 0.34 1.56
N 1.92 -1.38 -2.97
N -1.27 -3.48 4.46
C 1.97 -0.55 -1.91
C 0.59 2.16 4.17
C 2.57 4.55 0.71
C -3.02 1.32 1.77
C -1.65 -3.37 3.37
C 2.33 0.10 1.44
C 2.15 -0.90 -4.31
C -1.73 -2.32 -3.42
C -1.58 -1.11 -5.55
C -1.62 -2.33 -2.04
C 0.09 -0.18 4.06
C -0.15 -0.20 5.42
C 0.21 4.92 0.85
C 1.71 -2.80 -2.78
C -1.52 -1.13 -4.12
C -1.31 -1.19 -1.28
C 2.38 3.21 1.01
C -1.22 0.04 -3.41
C -1.13 0.00 -2.03
C 0.35 2.14 5.54
C 1.10 2.71 1.23
C -0.03 0.96 6.17
C 2.12 -1.43 1.38
C 0.01 3.58 1.13
C 0.47 1.00 3.41
C 1.49 5.41 0.63
H -1.78 -3.27 -1.52
H -1.98 -3.22 -3.97
H 2.61 -3.37 -3.04
H 3.10 -1.29 -4.71
H 1.64 6.46 0.40
H 3.58 4.92 0.53
H -0.65 5.59 0.79
H 3.06 0.33 2.23
H -0.89 0.92 -1.51
H -0.46 -1.13 5.88
H 0.44 3.06 6.11
H -1.00 3.22 1.29
H 2.76 0.40 0.48
H 1.73 -1.06 -0.98
H 3.23 2.54 1.06
H 1.46 -2.99 -1.74
H -1.04 0.96 -3.95
H -0.01 -1.11 3.51
H 2.20 0.19 -4.28
H 0.87 3.09 3.70
H 1.34 -1.21 -4.97
H 0.88 -3.14 -3.40
H -0.23 0.96 7.23
*
```

LUMO (spin up / spin down) = 4.3637 / 4.3618 eV
ΔE to the lowest compared entry with this formula, charge and spin = 6.6 kcal per mole
frontier orbital gap (spin up / spin down) = 7.02 / 7.25 eV